1.
ORCA calculation (ωB97M-V/def2-TZVPD) on a cluster of 3 separate species, C29H54BFNO14P2 in total in a non-equilibrium geometry.

CARTESIAN COORDINATES (ANGSTROEM)
C 6.26430 -2.99565 2.11031
C 7.34384 -1.84469 1.81759
C 7.58732 -1.50709 0.25920
C 7.07708 -2.62411 -0.76963
C 5.50452 -2.46031 -1.17928
C 5.38584 -1.15571 -2.10645
C 3.97690 -0.35513 -1.91677
C 3.66733 0.02355 -0.38147
B 2.17568 -0.48234 0.14639
C 1.70218 -1.97695 -0.36380
C 0.26233 -2.03737 -1.06511
F 1.66505 -2.85742 0.82173
O 1.33000 0.69615 -0.15260
C 1.39196 1.55744 1.02538
C 0.36793 2.78468 1.11876
C 1.27671 4.12751 1.28863
C -0.69226 2.87967 -0.07835
C -0.05929 3.13581 -1.52987
C 1.03799 0.38451 2.13171
O 1.43953 1.05321 3.37382
N 2.24029 0.16144 4.06055
O 2.22378 0.45920 5.21508
O -0.36932 0.18403 1.86163
C -0.98306 -0.71481 2.76902
O -0.70549 -0.86616 3.97884
C -2.20285 -1.57729 2.16767
C -2.56402 -1.39197 0.66640
C -3.67741 -2.18459 -0.04978
C -4.49149 -3.23222 0.78097
C -4.17852 -3.40253 2.29854
C -3.04155 -2.57960 2.98806
O 1.98597 -0.59256 1.63908
H 5.21735 -2.54766 2.01160
H 6.42183 -3.96478 1.53359
H 6.37847 -3.27033 3.22988
H 6.92191 -0.87905 2.29559
H 8.35875 -2.01130 2.34256
H 7.19455 -0.45171 0.04975
H 8.73624 -1.43929 0.12039
H 7.64929 -2.51418 -1.77143
H 7.29055 -3.69606 -0.41836
H 4.87054 -2.43469 -0.23190
H 5.28616 -3.37757 -1.84880
H 6.20310 -0.38751 -1.84684
H 5.57261 -1.45258 -3.20195
H 3.12882 -0.90178 -2.45680
H 4.12973 0.63291 -2.50407
H 4.50881 -0.40012 0.29973
H 3.79382 1.17337 -0.30829
H 2.44150 -2.49270 -1.08070
H -0.22695 -1.02648 -1.25672
H 0.31996 -2.57133 -2.09245
H -0.39434 -2.73559 -0.41604
H 2.46764 1.83745 1.31466
H -0.24808 2.72943 2.09653
H 1.77986 4.45311 0.31949
H 0.67545 4.97535 1.79572
H 2.10223 3.85806 2.05469
H -1.38986 1.96866 -0.04284
H -1.36880 3.79114 0.16352
H 0.09610 2.12508 -2.06592
H 0.97573 3.61697 -1.47265
H -0.79476 3.74054 -2.17368
H -1.94698 -0.61570 0.08006
H -3.84219 -2.00056 -1.16295
H -5.28213 -3.82413 0.21510
H -4.81365 -4.16009 2.88102
H -2.84419 -2.74156 4.09424
C -3.22509 2.19416 3.69937
O -4.07462 3.27008 3.30697
P -3.46499 4.83521 3.67668
O -3.67511 4.64584 5.17914
O -4.80943 5.47962 2.98275
C -6.08245 5.12844 3.50400
O -2.77436 6.38827 3.91640
C -3.60204 7.52941 4.01105
H -3.51175 1.30331 3.13706
H -2.18210 2.42892 3.47840
H -3.34466 1.99304 4.76564
H -6.03120 4.80294 4.54353
H -6.51506 4.33115 2.89406
H -6.73216 6.00356 3.44620
H -4.40444 7.37074 4.73519
H -4.00864 7.78719 3.03078
H -2.98657 8.36669 4.34761
C -2.62331 -0.26146 -6.83774
O -3.43952 -1.42888 -6.84743
P -3.61139 -2.19356 -5.31464
O -2.16254 -2.67980 -5.31183
O -4.58772 -3.30949 -6.02440
C -4.07190 -4.08689 -7.09532
O -3.89012 -2.85474 -3.75541
C -4.27151 -4.20859 -3.61049
H -2.84728 0.32476 -7.73098
H -2.83195 0.34742 -5.95596
H -1.56872 -0.54332 -6.85448
H -2.98405 -4.15844 -7.07145
H -4.38685 -3.64724 -8.04526
H -4.48729 -5.09333 -7.02201
H -3.60239 -4.86658 -4.16922
H -5.30705 -4.34540 -3.92935
H -4.21207 -4.46710 -2.55077

Computed properties:
* lowest unoccupied orbital energy: -1.1 eV
* frontier orbital gap: 4.08 eV
* total charge: -1
* E: -83063.77175 eV

=====

2.
ORCA calculation (ωB97M-V/def2-TZVPD) on a structure of composition C29H54BeN7O18S3 in a non-equilibrium geometry.

CARTESIAN COORDINATES (ANGSTROEM)
Be 3.03586 -3.22760 -0.17967
C 0.73733 0.76187 -0.57613
C 0.61820 -0.32327 0.51485
C -0.87772 -0.55271 0.82787
O 1.31426 -1.48112 0.18382
H 0.28183 0.53290 -1.54246
H 1.80201 0.77025 -0.83168
H 0.50220 1.70426 -0.08608
H 1.00166 0.15873 1.43302
H -1.01743 -1.10281 1.76104
H -1.29950 -1.26696 0.11084
H -1.45810 0.36998 0.84151
O 3.33761 -2.02426 -2.44448
C 3.34218 -1.12067 -3.27327
N 2.35035 -0.21376 -3.30309
C 4.56381 -0.86182 -4.12971
H 1.65137 -0.34318 -2.58924
H 2.20967 0.32666 -4.13618
H 4.64533 -1.68021 -4.84740
H 5.47766 -0.89482 -3.54319
H 4.43297 0.08234 -4.65408
O -1.32839 2.90884 -4.88442
C -1.37305 1.80098 -4.39735
N -0.26829 0.99195 -4.34065
C -2.65092 1.20631 -3.87901
H 0.60288 1.48874 -4.38110
H -0.35827 0.00699 -4.17775
H -3.51269 1.82049 -4.12572
H -2.53678 1.34033 -2.79759
H -2.83028 0.18632 -4.21086
O -0.40355 -1.54334 4.45258
C 0.59314 -0.84252 4.55018
N 1.64967 -0.85532 3.70671
C 0.64756 0.14668 5.68080
H 1.59304 -1.57883 3.00890
H 2.37552 -0.16628 3.74853
H 0.16465 -0.09455 6.62792
H -0.03424 0.97763 5.44833
H 1.61456 0.59438 5.91184
O 1.53240 -4.61559 0.98676
C 0.39974 -4.44474 1.45822
N 0.03240 -3.24824 1.90028
C -0.55862 -5.57574 1.63879
H 0.61721 -2.49988 1.50887
H -0.81909 -3.08824 2.41007
H -0.32367 -6.47068 1.06029
H -1.59084 -5.27933 1.47219
H -0.45841 -6.05737 2.61710
O 1.47000 -4.02456 -1.81402
C 0.44395 -3.81292 -2.47080
N -0.18466 -2.64492 -2.31050
C 0.01932 -4.79853 -3.51777
H 0.09232 -1.98951 -1.58578
H -0.95181 -2.38061 -2.91052
H 0.11176 -5.80878 -3.11975
H 0.68051 -4.79920 -4.38081
H -1.03616 -4.60578 -3.71420
N 4.80286 -1.60293 0.05488
C 4.44317 -0.32473 -0.00564
C 5.13292 0.74808 0.53096
C 6.39725 0.46084 1.03468
C 6.86599 -0.84618 0.95464
C 6.05060 -1.85717 0.48022
H 3.52855 -0.05064 -0.51805
H 4.76055 1.75772 0.43219
H 7.14981 1.19150 1.30256
H 7.90233 -1.03117 1.19920
H 6.48061 -2.82687 0.26498
N -3.47892 5.21864 -2.05337
C -3.44512 4.08389 -1.36327
C -2.25992 3.49672 -0.96048
C -1.05588 4.15351 -1.14986
C -1.10410 5.42547 -1.72758
C -2.32935 5.86322 -2.22346
H -4.43855 3.67512 -1.21195
H -2.33240 2.56602 -0.40641
H -0.09817 3.83272 -0.76058
H -0.19211 6.00008 -1.80237
H -2.35362 6.76522 -2.82460
C -2.99459 0.79534 3.51238
C -4.41731 0.95247 2.97974
O -5.21476 1.57770 3.96415
S -4.41401 1.64973 5.35965
O -4.76833 0.44301 6.02792
O -4.57673 2.86116 6.06643
O -2.94867 1.60430 4.68224
H -2.21125 1.06178 2.80816
H -2.84427 -0.25577 3.76925
H -4.85808 -0.03657 2.83871
H -4.41809 1.46551 2.01835
C 1.34437 5.30809 2.77716
C 0.94125 3.94219 2.20901
O 1.83032 3.53713 1.19084
S 2.82739 4.74847 0.78767
O 2.16743 5.52064 -0.20629
O 4.12156 4.23387 0.55016
O 2.64758 5.48049 2.20805
H 1.31378 5.34156 3.86429
H 0.76086 6.17377 2.46165
H -0.08766 4.02506 1.84506
H 0.92660 3.10716 2.91043
C -3.45606 -2.90758 -0.81469
C -4.87554 -3.46736 -0.95952
O -5.09506 -3.43986 -2.36773
S -4.16581 -2.39497 -3.16280
O -4.88505 -1.29207 -3.67418
O -3.23646 -3.04965 -4.02407
O -3.36988 -1.94870 -1.84973
H -2.66837 -3.66737 -0.84803
H -3.23375 -2.44819 0.14825
H -5.63755 -2.96815 -0.35850
H -5.00284 -4.51018 -0.66679

Computed properties:
* lowest unoccupied orbital energy: -4.9 eV
* ΔE to the lowest compared entry with this formula, charge and spin: 53.0 kJ/mol
* frontier orbital gap: 6.30 eV
* total charge: +1
* E: -111132.35924 eV

=====

3.
ORCA calculation (ωB97M-V/def2-TZVPD) on a cluster of 6 separate species, C29H54Cl2O8 in total.

CARTESIAN COORDINATES (ANGSTROEM)
O -1.33975 -0.16139 0.81741
C -1.48913 -0.08632 -0.36225
O -2.34764 -0.86132 -1.07991
C -1.95913 -0.69090 -2.44248
C -1.54261 0.77045 -2.48389
C -0.53536 1.03157 -3.58788
C 0.03004 2.44485 -3.73445
C 1.12654 2.85861 -2.74344
Cl 0.55854 4.04407 -1.54033
C -2.65644 1.80061 -2.33256
C -3.75247 1.68673 -3.40341
C -5.03281 2.45176 -3.05556
Cl -4.73708 4.05020 -2.29587
O -0.83653 0.77412 -1.17501
H -2.67330 -1.06306 -3.17342
H -1.04134 -1.28027 -2.57931
H -1.03019 0.80294 -4.54190
H 0.28063 0.30614 -3.49006
H -0.76820 3.18910 -3.74151
H 0.49225 2.48599 -4.72790
H 1.97701 3.28840 -3.26782
H 1.45718 1.99435 -2.16110
H -3.12149 1.70102 -1.34603
H -2.21964 2.79908 -2.35490
H -3.39338 2.04383 -4.37416
H -4.04668 0.63540 -3.47625
H -5.66740 1.88511 -2.37357
H -5.62635 2.64724 -3.94872
C -0.42499 -2.73315 2.41467
C -1.71647 -3.49072 2.12557
C -1.22786 -4.93324 2.09889
O -0.12623 -5.00347 3.00703
C 0.27965 -3.68118 3.37487
H -0.58542 -1.74298 2.83143
H 0.15731 -2.62218 1.49740
H -2.42693 -3.34548 2.94244
H -2.19986 -3.18963 1.19768
H -0.87655 -5.21413 1.09942
H -1.98982 -5.64952 2.41001
H -0.02710 -3.49646 4.41066
H 1.36742 -3.61574 3.32089
C 2.96144 3.22918 2.92305
C 3.01345 1.76837 2.48299
C 2.49033 1.86113 1.05522
O 2.89329 3.14097 0.56421
C 3.36370 3.94740 1.64262
H 3.61982 3.46039 3.75942
H 1.94139 3.49978 3.20468
H 4.04619 1.41194 2.48846
H 2.41907 1.10191 3.10458
H 1.39902 1.80076 1.02636
H 2.89786 1.08609 0.40237
H 4.45445 4.03796 1.56739
H 2.92633 4.94420 1.55811
C 6.91484 7.34637 1.64110
C 6.82283 6.60873 0.30673
C 7.59227 5.32955 0.60903
O 7.38908 5.05856 1.99711
C 6.80413 6.19577 2.63231
H 6.13971 8.09821 1.78102
H 7.88674 7.83571 1.73553
H 5.78044 6.37685 0.07695
H 7.24129 7.16342 -0.53171
H 8.66501 5.45938 0.42863
H 7.24483 4.47525 0.02697
H 5.75516 5.96959 2.85633
H 7.32335 6.38831 3.57176
C 1.63068 -7.26900 4.79236
C 1.84931 -8.76398 5.01548
C 3.28118 -8.79256 5.53446
O 3.47636 -7.56738 6.24111
C 2.39456 -6.67316 5.96649
H 0.58514 -6.97054 4.77370
H 2.08287 -6.95824 3.84888
H 1.16266 -9.13451 5.78028
H 1.71515 -9.36574 4.11766
H 4.00010 -8.84201 4.70892
H 3.47539 -9.62631 6.21065
H 1.76110 -6.60548 6.85806
H 2.79852 -5.68238 5.75499
C -7.87436 -0.70233 -6.46523
C -8.39768 -1.45193 -5.24208
C -7.37756 -1.06091 -4.18179
O -6.93100 0.25504 -4.52176
C -7.37276 0.59200 -5.84001
H -8.62802 -0.53305 -7.23226
H -7.04522 -1.25168 -6.91646
H -9.38767 -1.08078 -4.96937
H -8.46493 -2.52932 -5.38274
H -6.51656 -1.73839 -4.19058
H -7.79346 -1.04444 -3.17410
H -8.17561 1.33264 -5.76301
H -6.54263 1.03824 -6.38952

Computed properties:
* lowest unoccupied orbital energy: 0.3 eV
* frontier orbital gap: 9.47 eV
* total charge: 0
* E: -72372.22646 eV

=====

4.
ORCA calculation (ωB97M-V/def2-TZVPD) on a cluster of 4 separate species, C29H54ClF3N2O9PS in total in a non-equilibrium geometry.

CARTESIAN COORDINATES (ANGSTROEM)
C 3.36430 -0.44048 3.08727
C 2.62639 -0.62454 1.65155
C 2.84762 0.63488 0.66297
C 4.39032 0.59636 0.33123
P 1.56507 0.91008 -0.74899
C 2.80901 0.55797 -2.19379
C 3.30866 -0.92452 -2.40581
C 4.71905 -0.85122 -3.20795
N 4.99780 -2.17746 -3.82474
C 0.32955 1.55280 0.59619
C -1.12654 2.00866 0.25978
C -1.82743 1.80671 -1.13590
C -3.41876 1.70467 -0.93528
S -4.16528 0.10757 -1.47937
O -3.39968 -0.61077 -2.53935
O -5.52147 0.44699 -2.05716
Cl -4.51521 -1.11673 0.17674
C 1.98143 2.77173 -1.06231
C 3.08633 3.57462 -0.35789
C 4.35154 4.02035 -1.26543
N 5.36162 4.85145 -0.53090
O 4.49833 3.77524 -2.45494
C 0.89278 -0.88702 -0.74602
C -0.45917 -1.23445 0.00875
C -0.62533 -2.83810 -0.10217
F 0.29448 -3.44647 0.77894
F -0.46520 -3.33117 -1.39040
F -1.90017 -3.16097 0.40990
H 4.33965 -1.03348 2.98785
H 2.76390 -0.99069 3.87949
H 3.54150 0.64411 3.34734
H 3.06308 -1.54947 1.15040
H 1.56898 -0.84747 1.91829
H 2.72316 1.47331 1.44317
H 4.98823 0.74203 1.30448
H 4.77952 -0.40069 -0.07555
H 4.79812 1.39392 -0.35659
H 0.59422 1.11432 -1.81814
H 2.26872 0.81067 -3.19000
H 3.69609 1.26647 -2.23718
H 3.53730 -1.53891 -1.48642
H 2.56570 -1.53666 -3.02772
H 5.49711 -0.71638 -2.37862
H 4.72813 0.01883 -3.92690
H 4.15132 -2.71984 -4.00237
H 5.68569 -2.71853 -3.29813
H 0.31148 0.91904 1.54137
H 0.84908 2.49695 1.00588
H -1.25808 3.12574 0.50388
H -1.82995 1.51347 1.02986
H -1.51418 0.91678 -1.75399
H -1.65924 2.74211 -1.76919
H -3.75408 1.88556 0.14182
H -3.90989 2.53629 -1.53936
H 0.98952 3.35458 -0.99065
H 2.16827 2.84223 -2.19639
H 3.58363 3.25889 0.60247
H 2.65674 4.61436 -0.08818
H 4.80080 5.57698 -0.04648
H 5.66991 4.24510 0.25278
H 1.59942 -1.73176 -0.51179
H 0.61534 -1.10499 -1.84542
H -0.48944 -1.05326 1.11802
H -1.40697 -0.85080 -0.49290
O 0.54402 0.06195 3.33056
C -0.32513 -0.57003 3.86811
O -0.57314 -1.88155 3.61247
C -1.74259 -2.29231 4.33102
C -1.87869 -1.30430 5.46695
C -1.31767 -0.03564 4.86367
H -2.59752 -2.26225 3.64968
H -1.61316 -3.31449 4.68990
H -2.90073 -1.20308 5.82700
H -1.25342 -1.61809 6.30954
H -2.08262 0.53242 4.33137
H -0.82749 0.58616 5.61198
O 2.00376 0.83681 -5.55683
C 1.07740 0.07404 -5.52638
O 0.00094 0.22442 -4.71095
C -0.86239 -0.91171 -4.84211
C -0.52726 -1.51079 -6.19084
C 0.94922 -1.19422 -6.32938
H -0.65876 -1.60136 -4.01747
H -1.90282 -0.59023 -4.78323
H -0.75718 -2.57531 -6.25822
H -1.08851 -0.99456 -6.97603
H 1.57574 -1.96630 -5.87702
H 1.23142 -1.03031 -7.36853
O -4.36797 -0.10268 4.54326
C -5.41615 -0.58708 4.21191
O -5.52422 -1.72379 3.47550
C -6.90432 -1.96076 3.16543
C -7.68424 -1.20167 4.21560
C -6.78063 -0.01914 4.49990
H -7.10155 -1.59444 2.15388
H -7.10887 -3.03141 3.19921
H -8.68625 -0.92106 3.88864
H -7.78316 -1.81270 5.11785
H -6.97054 0.81252 3.81777
H -6.85835 0.30799 5.53578

Computed properties:
* lowest unoccupied orbital energy: 1.5 eV
* frontier orbital gap: 5.22 eV
* total charge: -1
* E: -93150.69191 eV